[1]
A cluster of 9 separate species, C23H40Cl16F3N3 in total, computed with wB97M-V/def2-TZVPD.

Last column: Löwdin charge in e.
Cartesian coordinates (Å):
C: 1.998 -3.727 -0.057  -0.093
C: 1.714 -2.443 -0.868  -0.243
C: 1.097 -1.359 0.038  -0.204
C: 0.532 -0.172 -0.768  -0.146
C: -0.857 0.364 -0.310  -0.206
C: -0.954 1.678 -0.982  -0.178
N: -0.991 2.716 -1.476  0.237
C: -0.824 0.729 1.195  -0.581
F: -1.822 1.536 1.552  0.168
F: -0.829 -0.332 2.012  0.140
F: 0.313 1.400 1.464  0.153
C: -2.128 -0.536 -0.752  -0.335
C: -1.697 -1.834 -1.460  -0.006
C: -2.928 0.178 -1.769  -0.204
N: -3.538 0.719 -2.581  0.214
C: -3.121 -0.821 0.411  -0.123
C: -4.390 -1.638 0.036  -0.170
C: -4.536 -2.926 0.865  -0.195
C: -3.846 -4.188 0.312  -0.182
C: -2.702 -4.776 1.179  -0.268
N: -1.821 -3.844 1.865  -0.001
H: 1.228 -4.483 -0.228  0.069
H: 2.975 -4.161 -0.275  0.053
H: 1.975 -3.510 1.015  0.069
H: 2.626 -2.064 -1.331  0.087
H: 0.974 -2.694 -1.631  0.090
H: 0.297 -1.867 0.581  0.082
H: 1.865 -1.033 0.741  0.090
H: 1.191 0.687 -0.637  0.024
H: 0.525 -0.358 -1.842  0.127
H: -1.110 -2.471 -0.798  0.075
H: -2.578 -2.402 -1.752  0.080
H: -1.143 -1.626 -2.375  0.101
H: -2.624 -1.350 1.219  0.091
H: -3.477 0.147 0.759  0.120
H: -4.461 -1.838 -1.034  0.106
H: -5.252 -1.015 0.284  0.113
H: -5.607 -3.140 0.932  0.105
H: -4.221 -2.732 1.895  0.100
H: -4.612 -4.967 0.246  0.102
H: -3.473 -4.054 -0.706  0.087
H: -3.102 -5.491 1.901  0.107
H: -2.063 -5.368 0.515  0.102
H: -2.252 -3.358 2.640  -0.037
H: -1.375 -3.195 1.233  0.029
Cl: -2.449 5.905 -4.536  0.525
C: -2.743 5.613 -2.813  -1.027
Cl: -4.414 5.978 -2.364  0.499
H: -2.542 4.570 -2.598  -0.007
H: -2.078 6.256 -2.246  -0.076
Cl: -0.346 7.665 -1.313  0.545
C: -0.624 7.328 0.403  -1.003
Cl: -2.297 7.639 0.873  0.514
H: -0.403 6.282 0.583  0.025
H: 0.028 7.966 0.986  0.022
Cl: 4.392 0.312 -0.657  0.505
C: 4.235 1.684 -1.753  -0.984
Cl: 2.573 2.286 -1.818  0.579
H: 4.871 2.484 -1.392  0.029
H: 4.534 1.378 -2.748  0.023
Cl: -3.792 9.364 -7.415  0.493
C: -4.078 9.036 -5.699  -1.041
Cl: -5.752 9.358 -5.232  0.495
H: -3.858 7.994 -5.506  -0.044
H: -3.429 9.679 -5.115  0.025
Cl: 4.612 -1.359 2.303  0.475
C: 3.772 -0.389 3.520  -1.019
Cl: 4.439 -0.628 5.138  0.517
H: 3.872 0.657 3.255  0.028
H: 2.728 -0.683 3.531  0.018
Cl: 4.438 -6.834 1.497  0.504
C: 5.796 -5.912 2.155  -1.020
Cl: 6.047 -4.392 1.290  0.488
H: 5.586 -5.685 3.193  0.025
H: 6.694 -6.511 2.066  0.023
Cl: -2.063 -2.788 4.988  0.558
C: -1.369 -1.208 5.385  -1.012
Cl: -0.282 -1.293 6.773  0.518
H: -0.808 -0.857 4.528  0.003
H: -2.179 -0.527 5.619  0.028
Cl: 7.569 -0.207 0.179  0.485
C: 8.515 0.316 -1.215  -1.013
Cl: 7.701 -0.045 -2.747  0.502
H: 8.660 1.388 -1.152  0.024
H: 9.468 -0.199 -1.203  0.024

The calculation puts the frontier orbital gap at 9.59 eV. The SMILES is CCCC[C@](C#N)(C(F)(F)F)[C@](C)(C#N)CCCCCN.ClCCl.ClCCl.ClCCl.ClCCl.ClCCl.ClCCl.ClCCl.ClCCl.

[2]
A structure of composition C23H40Cl3HoN4O3Si, computed with wB97M-V/def2-TZVPD.

Last column: Löwdin charge in e.
Cartesian coordinates (Å):
C: -2.344 -2.211 -4.049  -0.048
C: -1.590 -2.486 -2.782  -0.247
H: -2.804 -3.120 -4.519  0.094
H: -1.659 -1.762 -4.779  0.080
H: -3.124 -1.458 -3.867  0.081
C: -0.825 -3.574 -2.769  -0.098
C: -0.501 -4.422 -3.976  -0.085
H: -0.140 -3.846 -1.957  0.082
H: 0.053 -3.855 -4.726  0.082
H: -1.443 -4.775 -4.399  0.068
H: 0.135 -5.262 -3.630  0.077
Ho: 1.155 1.654 1.951  0.874
Cl: -1.636 1.675 1.532  -0.092
Cl: 2.372 3.434 0.564  -0.212
H: 1.152 6.473 4.855  0.099
H: -1.367 6.912 4.187  0.096
C: 1.261 6.004 3.855  -0.012
C: -1.101 6.479 3.212  -0.032
N: -0.057 5.484 3.410  -0.165
H: 1.972 5.171 3.922  0.085
C: -0.230 4.186 3.182  -0.302
O: 0.737 3.386 3.304  -0.260
H: -1.957 5.954 2.788  0.094
H: -1.224 3.809 2.860  0.077
H: 1.640 6.749 3.126  0.104
H: -0.733 7.252 2.521  0.100
H: 2.212 -0.449 -2.128  0.078
H: 2.497 -3.444 -1.521  0.084
C: 3.119 -0.560 -1.519  -0.041
C: 3.267 -2.974 -0.898  -0.047
N: 2.919 -1.610 -0.496  -0.170
H: 3.339 0.378 -1.007  0.080
C: 2.780 -1.294 0.823  -0.340
O: 2.783 -0.152 1.361  -0.255
H: 3.425 -3.576 -0.008  0.085
H: 2.682 -2.180 1.464  0.118
H: 3.952 -0.868 -2.159  0.087
H: 4.179 -2.968 -1.490  0.088
O: -1.023 -0.134 -2.305  -0.225
C: -1.715 -1.463 -1.742  -0.125
C: -0.076 -2.679 -0.145  -0.124
C: -1.283 -1.996 -0.370  -0.190
H: 0.652 -2.713 -0.941  0.068
C: 0.245 -3.411 1.004  -0.085
H: -2.719 -1.134 -1.596  0.135
C: -2.212 -2.144 0.694  -0.017
H: 1.271 -3.787 1.180  0.098
C: -0.722 -3.619 1.979  -0.104
C: -1.922 -2.909 1.843  -0.099
H: -3.224 -1.730 0.616  0.117
H: -0.550 -4.322 2.794  0.101
H: -2.648 -2.997 2.662  0.098
Si: -0.874 1.323 -2.766  0.267
Cl: 0.593 0.331 0.076  0.235
C: 0.850 2.314 -2.927  -0.189
C: -1.757 2.674 -1.788  -0.196
C: -1.543 1.077 -4.448  -0.172
H: 1.566 2.360 -2.082  -0.030
H: 0.673 3.399 -3.144  0.031
H: 1.444 1.981 -3.799  0.007
H: -0.900 0.275 -4.882  0.037
H: -1.508 2.001 -5.026  0.030
H: -2.551 0.633 -4.453  0.029
H: -2.313 2.322 -0.915  -0.047
H: -2.485 3.158 -2.452  0.022
H: -1.135 3.492 -1.417  0.023
N: -0.733 -1.453 4.632  0.074
C: 0.570 -1.928 4.702  -0.087
C: 1.327 -1.101 3.934  -0.131
N: 0.505 -0.103 3.433  -0.083
C: -0.743 -0.368 3.839  -0.194
H: -1.562 -1.841 5.040  0.151
H: 0.864 -2.775 5.273  0.105
H: 2.377 -1.100 3.692  0.100
H: -1.635 0.213 3.569  0.065

For the energy above the lowest of the compared OMol25 structures with the same formula, charge and spin, the calculation gives 70.9 kcal per mole. As for the spin multiplicity: 5. The calculation puts the frontier orbital gap (alpha / beta) at 7.97 / 7.99 eV.

[3]
A cluster of 2 separate species, C23H40N2OS in total, computed with wB97M-V/def2-TZVPD.

Last column: Löwdin charge in e.
Cartesian coordinates (Å):
S: -5.644 4.536 -0.903  0.756
C: -4.091 4.155 -0.056  -0.551
C: -2.843 4.175 -0.936  -0.234
C: -2.654 3.005 -1.909  -0.136
C: -2.831 1.592 -1.334  -0.336
C: -4.290 1.141 -1.333  -0.192
C: -5.002 1.166 -2.533  -0.067
C: -6.328 0.771 -2.588  -0.056
C: -6.972 0.350 -1.434  -0.055
C: -6.276 0.309 -0.241  -0.045
C: -4.944 0.695 -0.189  -0.031
C: -2.091 1.416 0.000  -0.121
C: -1.585 -0.017 0.204  -0.144
C: -0.532 -0.417 -0.851  -0.137
C: -0.673 0.473 -2.080  -0.114
N: -2.135 0.634 -2.342  0.117
H: -5.433 3.826 -2.017  -0.163
H: -4.202 3.219 0.493  0.045
H: -3.994 4.942 0.694  0.077
H: -2.908 5.077 -1.551  0.117
H: -1.959 4.294 -0.307  0.113
H: -3.307 3.148 -2.775  0.110
H: -1.628 3.081 -2.290  0.123
H: -4.524 1.513 -3.445  0.113
H: -6.852 0.810 -3.536  0.116
H: -8.015 0.061 -1.473  0.117
H: -6.768 -0.020 0.665  0.118
H: -4.442 0.652 0.768  0.114
H: -1.241 2.101 0.033  0.131
H: -2.736 1.677 0.834  0.113
H: -1.155 -0.116 1.200  0.127
H: -2.439 -0.698 0.146  0.114
H: -0.724 -1.447 -1.161  0.123
H: 0.480 -0.353 -0.452  0.103
H: -0.245 1.463 -1.923  0.128
H: -0.188 0.055 -2.963  0.139
H: -2.593 -0.278 -2.301  0.182
H: -2.291 0.995 -3.282  0.171
C: 4.803 -2.949 3.346  -0.026
C: 3.813 -3.001 2.173  -0.491
C: 4.422 -3.740 0.981  -0.131
C: 5.548 -2.960 0.308  -0.167
C: 5.081 -1.565 -0.104  -0.129
C: 4.406 -0.767 1.019  -0.487
N: 3.400 -1.629 1.724  -0.095
O: 2.255 -1.626 1.148  -0.053
C: 5.449 -0.207 1.996  -0.025
C: 3.674 0.431 0.426  -0.050
C: 2.575 -3.732 2.676  -0.043
H: 4.857 -3.937 3.802  0.091
H: 5.816 -2.687 3.058  0.059
H: 4.467 -2.245 4.107  0.096
H: 3.634 -3.935 0.247  0.125
H: 4.781 -4.712 1.326  0.128
H: 6.419 -2.893 0.965  0.107
H: 5.882 -3.500 -0.579  0.115
H: 5.925 -0.979 -0.475  0.126
H: 4.376 -1.664 -0.937  0.121
H: 4.961 0.240 2.863  0.096
H: 6.025 0.571 1.495  0.089
H: 6.162 -0.945 2.347  0.062
H: 2.988 0.135 -0.366  0.061
H: 4.410 1.113 0.000  0.090
H: 3.110 0.965 1.192  0.092
H: 2.109 -3.188 3.499  0.093
H: 2.874 -4.715 3.039  0.090
H: 1.834 -3.868 1.893  0.076

As for the spin multiplicity: 2. The calculation puts the frontier orbital gap (alpha / beta) at 7.63 / 8.84 eV. Its total charge is +1.

For the records above, the corresponding max |F| values read 1.01; 7.56; 1.02 eV/A.
For the records above, the corresponding E_tot values read -8727.26165; -3963.47397; -1483.05430 Ha.